1.
A molecular structure, C6H17N3. Source: the Open Molecules 2025 dataset; level of theory: wB97M-V/def2-TZVPD.

Values from the calculation:
Strongest force on any atom = 0.4 eV/A
Total energy = -10965.7095 eV
Gap between HOMO and LUMO = 8.61 eV
Highest occupied orbital energy = -7.7 eV
Energy relative to the best compared isomer or geometry (same formula, charge and spin) = 57.59 kcal per mole

Geometry as ORCA input:
```
! wB97M-V def2-TZVPD RIJCOSX def2/J DEFGRID3
* xyz 0 1
C 0.791 -2.265 0.189
C -2.249 -1.678 1.154
C -0.775 -1.555 1.250
N 1.848 -1.675 0.746
N 0.352 -1.739 -1.072
N -0.213 -0.601 1.884
H 0.603 -3.334 0.298
H 0.849 -0.620 1.726
H 2.252 -2.282 1.455
H 0.140 -2.461 -1.746
H 1.056 -1.110 -1.437
H -0.684 0.170 2.349
H -2.561 -2.639 1.574
H -2.819 -0.875 1.641
H -2.512 -1.707 0.094
C 0.047 1.892 -0.494
C -0.586 2.995 -1.343
C 1.529 1.676 -0.804
H -0.067 2.142 0.567
H -0.489 0.952 -0.650
H -0.079 3.952 -1.189
H 1.668 1.427 -1.861
H -1.643 3.135 -1.103
H -0.516 2.755 -2.408
H 1.951 0.861 -0.212
H 2.108 2.583 -0.607
*
```

---

2.
A molecular structure, C6H17N3. Source: the Open Molecules 2025 dataset; level of theory: wB97M-V/def2-TZVPD.

Values from the calculation:
Strongest force on any atom = 2.0 eV/A
Total energy = -10964.8264 eV
Gap between HOMO and LUMO = 8.31 eV
Highest occupied orbital energy = -7.4 eV
Energy relative to the best compared isomer or geometry (same formula, charge and spin) = 77.95 kcal per mole

Geometry as ORCA input:
```
! wB97M-V def2-TZVPD RIJCOSX def2/J DEFGRID3
* xyz 0 1
C 1.015 0.308 0.807
C 1.951 1.096 -0.098
C 1.669 -0.924 1.414
C 0.115 1.034 1.606
H 0.184 -0.291 -0.201
H 1.444 1.955 -0.541
H 2.334 0.471 -0.908
H 2.807 1.468 0.470
H 2.532 -0.636 2.019
H -1.401 0.567 0.696
H 0.977 -1.461 2.063
H 2.014 -1.611 0.638
H -0.197 0.635 2.564
H 0.062 2.113 1.509
C -1.227 -2.006 -0.291
C -0.974 -0.623 -0.856
N -1.810 1.572 -1.044
N -0.797 -0.609 -2.250
N -1.827 0.336 -0.299
H -2.755 1.939 -1.016
H -1.208 2.238 -0.563
H 0.160 -0.726 -2.553
H -1.191 0.201 -2.715
H -2.198 -2.370 -0.631
H -1.223 -1.977 0.798
H -0.453 -2.699 -0.619
*
```

---

3.
C6H17N3 in the gas phase. Source: the Open Molecules 2025 dataset; level of theory: wB97M-V/def2-TZVPD.

Values from the calculation:
Strongest force on any atom = 2.6 eV/A
SMILES string = CNC(N)(N)C(C)(C)C
Total energy = -10967.4709 eV
Gap between HOMO and LUMO = 8.88 eV
Highest occupied orbital energy = -8.0 eV
Energy relative to the best compared isomer or geometry (same formula, charge and spin) = 16.97 kcal per mole

Geometry as ORCA input:
```
! wB97M-V def2-TZVPD RIJCOSX def2/J DEFGRID3
* xyz 0 1
C -2.143 -1.376 0.323
N -1.606 -0.060 0.652
C -0.204 0.243 0.803
N -0.192 1.553 1.388
N 0.349 -0.603 1.808
C 0.604 0.197 -0.549
C -0.226 0.828 -1.687
C 1.934 0.982 -0.447
C 0.998 -1.242 -0.957
H -1.896 -1.637 -0.707
H -3.233 -1.324 0.395
H -1.776 -2.126 1.026
H -2.272 0.697 0.755
H -0.560 1.733 2.319
H 0.257 2.353 0.959
H -0.110 -0.755 2.702
H 1.201 -1.135 1.676
H -0.574 1.830 -1.415
H -1.104 0.222 -1.932
H 0.365 0.921 -2.605
H 2.526 0.865 -1.363
H 1.776 2.058 -0.321
H 2.546 0.626 0.389
H 0.163 -1.943 -0.921
H 1.786 -1.643 -0.310
H 1.391 -1.264 -1.981
*
```

---

4.
A gas-phase ion, C6H17N3 (charge +2). Source: the Open Molecules 2025 dataset; level of theory: wB97M-V/def2-TZVPD.

Values from the calculation:
Strongest force on any atom = 4.9 eV/A
SMILES string = C/[NH+]=C(\N)C[N+](C)(C)C
Total energy = -10949.5976 eV
Gap between HOMO and LUMO = 11.34 eV
Highest occupied orbital energy = -19.0 eV
Energy relative to the best compared isomer or geometry (same formula, charge and spin) = 11.30 kcal per mole

Geometry as ORCA input:
```
! wB97M-V def2-TZVPD RIJCOSX def2/J DEFGRID3
* xyz 2 1
C 2.897 0.551 -1.929
N 1.661 0.701 -1.179
C 0.532 0.013 -1.252
N 0.341 -1.000 -2.142
C -0.801 0.598 -0.311
N -0.914 -0.017 1.025
C 0.161 -0.100 1.939
C -2.020 0.780 1.765
C -1.452 -1.369 0.863
H 2.625 0.434 -3.049
H 3.441 -0.335 -1.690
H 3.516 1.458 -1.741
H 1.781 1.481 -0.553
H -0.535 -1.143 -2.596
H 1.155 -1.211 -2.706
H -0.759 1.626 -0.307
H -1.713 0.378 -0.905
H 0.938 -0.586 1.506
H 0.432 0.938 2.202
H 0.000 -0.621 2.805
H -2.701 1.022 1.033
H -2.306 0.073 2.512
H -1.762 1.644 2.258
H -2.192 -1.387 0.025
H -0.514 -1.963 0.715
H -1.809 -1.965 1.713
*
```